# 1
DFT (wB97M-V/def2-TZVPD) results for a single C3H8N2O2 molecule.

Values from the calculation:
net charge	0
HOMO-LUMO gap	9.387	eV
2S+1	1
HOMO level	-9.362	eV
calculated total energy	-10312.48853	eV
SMILES	CN(C)C[N+](=O)[O-]
relative energy (zero: lowest compared OMol25 entry of this formula, charge and spin)	102.94	kcal/mol

Last column: natural (NBO) charge in e.
Atoms and positions in Å:
O: 2.32 0.20 -1.29  -0.356
O: 0.82 -1.30 -1.87  -0.393
N: 1.38 -0.54 -1.05  0.495
N: -0.31 0.05 0.66  -0.420
C: -1.47 -0.59 -0.02  -0.416
C: -0.25 1.50 0.51  -0.421
C: 0.98 -0.64 0.39  -0.124
H: 1.79 -0.37 1.05  0.226
H: -1.51 -0.36 -1.05  0.186
H: 0.56 1.85 1.16  0.206
H: -2.40 -0.20 0.46  0.203
H: -1.41 -1.71 0.07  0.209
H: 0.76 -1.70 0.60  0.221
H: -0.09 1.85 -0.49  0.177
H: -1.17 1.96 0.87  0.206



# 2
DFT (wB97M-V/def2-TZVPD) results for 6 unconnected molecules or ions with the total composition C35H62F10N2O7.

Values from the calculation:
net charge	0
HOMO-LUMO gap	8.071	eV
2S+1	1
HOMO level	-7.763	eV
calculated total energy	-81767.79845	eV
SMILES	Cc1ccc(C[C@]2(CCCN)C(=O)O[C@@](CCCF)(CCC(F)(F)C(F)(F)C(F)(F)C(F)(F)F)[C@H]2CN)cc1.CCO.CCO.CCO.CCO.CCO

Last column: Löwdin charge in e.
Atoms and positions in Å:
F: -5.24 5.80 -1.00  0.040
F: -3.71 7.25 -2.59  0.018
F: -5.23 3.77 1.13  -0.024
F: -2.91 3.52 1.63  0.002
F: -2.39 3.32 -1.44  0.039
F: -3.11 6.03 0.11  0.045
F: -4.76 3.08 -1.76  0.027
F: 1.05 0.70 3.57  -0.146
F: -3.57 5.06 -3.57  0.051
F: -1.67 6.05 -2.28  0.035
O: -0.90 1.37 1.16  -0.044
O: 4.94 -6.08 2.83  -0.104
O: 1.94 -4.46 0.30  -0.109
O: -7.85 4.94 4.20  -0.091
O: 0.32 2.85 -0.26  0.007
O: 2.84 4.06 -4.05  -0.105
O: -0.30 -6.60 -0.61  -0.108
N: 0.46 -0.19 -5.46  -0.060
N: -0.40 -3.04 -1.27  -0.012
C: -6.65 5.24 3.50  -0.340
C: -6.24 6.67 3.76  -0.091
C: 1.41 5.87 -4.73  -0.085
C: 3.27 0.67 1.15  -0.025
C: -0.81 -0.77 0.04  -0.138
C: 3.30 2.05 -1.44  0.004
C: 0.16 0.20 -0.91  -0.210
C: 2.17 -6.52 1.52  -0.097
C: 4.31 3.19 -0.81  -0.020
C: -0.29 0.49 4.19  -0.123
C: -3.71 3.66 -0.87  -0.105
C: -3.18 0.50 0.02  -0.090
C: -1.45 -2.07 -0.74  -0.238
C: -0.92 -7.85 -0.88  -0.317
C: 0.24 1.30 -3.41  -0.183
C: 2.70 -5.66 0.39  -0.310
C: -0.09 1.59 -0.08  -0.167
C: 5.74 4.22 1.45  -0.136
C: 1.48 4.46 -4.20  -0.336
C: 4.76 3.05 0.78  -0.189
C: 2.81 0.82 -0.42  -0.121
C: -3.84 5.32 -0.98  -0.095
C: -1.84 0.22 0.92  -0.314
C: 1.27 0.75 -4.58  -0.268
C: -4.30 1.48 0.73  -0.068
C: 0.10 -8.84 -1.40  -0.090
C: 5.17 -8.14 4.06  -0.094
C: -0.32 0.07 -2.47  -0.153
C: 4.28 1.82 1.75  -0.035
C: -1.03 -0.76 3.38  -0.154
C: -2.27 -0.28 2.42  -0.122
C: -3.97 3.08 0.65  -0.155
C: -3.15 5.86 -2.40  -0.131
C: 1.74 -0.32 -1.02  -0.086
C: 5.70 -7.28 2.93  -0.321
H: 2.74 -7.45 1.60  0.069
H: 0.90 -8.98 -0.66  0.073
H: 0.63 -1.17 -5.13  0.060
H: 6.75 -7.03 3.09  0.108
H: 0.99 4.38 -3.22  0.105
H: -1.49 0.06 -2.55  0.099
H: 6.78 4.32 0.92  0.077
H: -0.24 0.29 5.36  0.125
H: 1.11 -6.76 1.36  0.059
H: -5.31 1.31 0.12  0.149
H: -2.92 0.84 -1.09  0.129
H: 4.61 1.69 2.89  0.095
H: 0.37 6.19 -4.85  0.072
H: 2.03 -0.58 -2.14  0.114
H: -4.55 1.22 1.84  0.134
H: 1.00 3.76 -4.89  0.098
H: 0.03 -1.29 0.71  0.134
H: -0.85 -3.99 -1.36  0.065
H: 5.03 -5.62 3.68  0.095
H: 0.77 2.16 -2.82  0.082
H: -3.71 -0.56 -0.12  0.138
H: 5.61 -7.81 1.97  0.114
H: 2.61 -6.19 -0.56  0.109
H: -0.24 -1.44 2.87  0.107
H: 2.85 -0.25 1.75  0.087
H: 5.11 5.23 1.36  0.086
H: 3.26 4.68 -3.43  0.079
H: -1.52 -1.43 4.24  0.119
H: -2.75 0.67 2.96  0.121
H: 3.75 -5.41 0.55  0.103
H: 2.25 0.25 -4.15  0.121
H: 5.23 -7.60 5.01  0.074
H: 0.31 -3.17 -0.49  0.044
H: -1.72 -7.69 -1.62  0.108
H: -0.96 1.44 4.04  0.118
H: 0.04 -0.96 -2.95  0.119
H: 1.94 -1.29 -0.39  0.104
H: 5.81 4.01 2.61  0.076
H: -8.53 5.55 3.88  0.087
H: -6.82 5.07 2.43  0.094
H: -0.58 -0.06 -5.32  0.074
H: -2.24 -1.75 -1.58  0.116
H: 2.95 2.13 -2.57  0.074
H: 0.09 -6.29 -1.44  0.086
H: -1.37 -8.21 0.05  0.115
H: -7.03 7.36 3.44  0.073
H: 1.92 5.95 -5.70  0.079
H: 4.69 4.11 -1.46  0.087
H: 4.11 -8.38 3.90  0.072
H: -3.16 -1.07 2.37  0.138
H: -0.36 -9.81 -1.60  0.075
H: -2.11 -2.65 0.07  0.125
H: 5.74 -9.07 4.14  0.075
H: -5.87 4.55 3.84  0.111
H: -0.70 1.76 -3.97  0.121
H: 2.03 -4.00 1.15  0.090
H: 1.92 6.57 -4.05  0.076
H: 1.62 1.65 -5.26  0.106
H: 0.57 -8.47 -2.31  0.076
H: -6.09 6.84 4.83  0.077
H: -5.32 6.92 3.23  0.073
H: 2.23 -5.99 2.48  0.071



# 3
DFT (wB97M-V/def2-TZVPD) results for a single C3H3ClOS molecule.

Values from the calculation:
net charge	0
HOMO-LUMO gap	9.327	eV
2S+1	1
HOMO level	-9.372	eV
calculated total energy	-28563.07752	eV
SMILES	S=CO/C=C\Cl
relative energy (zero: lowest compared OMol25 entry of this formula, charge and spin)	25.52	kcal/mol

Last column: natural (NBO) charge in e.
Atoms and positions in Å:
Cl: 2.70 -0.58 -0.08  -0.016
S: -2.79 -0.03 -0.09  -0.040
O: -0.22 -0.78 -0.11  -0.459
C: 1.57 0.78 -0.01  -0.229
C: -1.52 -0.99 0.01  0.041
C: 0.25 0.54 -0.02  0.075
H: 2.00 1.74 0.05  0.227
H: -1.63 -2.03 0.29  0.188
H: -0.37 1.35 -0.04  0.213



# 4
DFT (wB97M-V/def2-TZVPD) results for a single C3H8O2 molecule.

Values from the calculation:
net charge	0
HOMO-LUMO gap	10.816	eV
2S+1	1
HOMO level	-9.809	eV
calculated total energy	-7334.07971	eV
SMILES	COCCO
relative energy (zero: lowest compared OMol25 entry of this formula, charge and spin)	45.45	kcal/mol

Last column: natural (NBO) charge in e.
Atoms and positions in Å:
O: 0.15 -0.86 1.63  -0.735
O: -0.80 0.21 -0.29  -0.578
C: 0.82 0.38 1.51  -0.090
C: 0.61 0.63 -0.01  -0.098
C: -1.06 -0.56 -1.49  -0.250
H: -2.08 -1.03 -1.52  0.202
H: -0.34 -1.38 -1.58  0.179
H: 0.37 1.18 2.15  0.157
H: 1.89 0.33 1.86  0.184
H: 1.36 0.00 -0.51  0.186
H: 0.64 1.67 -0.33  0.189
H: -1.00 0.08 -2.38  0.177
H: -0.56 -0.66 0.97  0.478



# 5
DFT (wB97M-V/def2-TZVPD) results for 2 unconnected molecules or ions with the total composition C4H13N3.

Values from the calculation:
net charge	0
HOMO-LUMO gap	8.382	eV
2S+1	1
HOMO level	-7.505	eV
calculated total energy	-8824.82271	eV
relative energy (zero: lowest compared OMol25 entry of this formula, charge and spin)	105.85	kcal/mol

Last column: natural (NBO) charge in e.
Atoms and positions in Å:
N: -1.08 -0.70 -1.35  -0.625
N: 1.68 -0.35 0.94  -0.361
N: 1.13 0.71 1.51  -0.218
C: -0.58 -0.02 -2.55  -0.406
C: -2.05 0.04 -0.66  -0.404
C: 1.21 -1.49 1.58  -0.426
C: 1.50 1.95 1.24  -0.300
H: -2.82 0.13 -1.46  0.187
H: 0.40 0.53 2.28  0.373
H: 0.77 -1.18 2.53  0.152
H: 0.08 -0.66 -2.97  0.194
H: 2.51 2.16 0.82  0.215
H: 1.93 -2.27 1.64  0.213
H: -0.36 -1.09 -0.85  0.352
H: -2.33 -0.59 0.18  0.189
H: 0.37 -1.88 0.89  0.167
H: -0.08 0.80 -2.12  0.174
H: -1.45 0.21 -3.20  0.184
H: -1.80 0.95 -0.25  0.151
H: 0.97 2.73 1.81  0.188